Record 1
Entry from the OMol25 dataset: 2 unconnected molecules or ions with the total composition C2H7NO2 in a non-equilibrium geometry (the ωB97M-V functional and the def2-TZVPD basis).

SMILES: CC(N)=O.O
Kohn-Sham gap: 10.0 eV
E_HOMO: -9.540 eV

Structure (XYZ):
```
12
Properties=species:S:1:pos:R:3:forces:R:3:nbo_charge:R:1
C 0.029118 -0.229526 -1.927530 0.135 0.517 -1.064 -0.72
C 1.100563 0.149854 -0.934750 -0.239 0.100 0.516 0.67
N 0.585930 0.570114 0.258861 -0.369 -0.064 1.029 -0.83
O 2.286401 0.148231 -1.162031 0.381 -0.164 -0.269 -0.60
H 0.465074 -0.436206 -2.904448 0.273 -0.306 0.219 0.24
H -0.589744 0.649432 -2.136388 -0.248 -0.165 0.413 0.23
H -0.579525 -1.074704 -1.618477 -0.067 0.062 0.171 0.23
H -0.376690 0.377109 0.480089 -0.128 -0.055 -0.213 0.40
H 1.131339 0.584863 1.119185 0.278 0.042 -0.801 0.40
O -1.272136 -0.191842 2.569871 0.040 0.231 0.061 -0.95
H -1.271427 0.478219 3.267555 -0.066 -0.303 -0.133 0.48
H -1.508903 -1.025544 2.988062 0.011 0.104 0.072 0.48
```
Positions in Å, forces in eV/Å.

=====

Record 2
Entry from the OMol25 dataset: 2 unconnected molecules or ions with the total composition C2H7NO2 in a non-equilibrium geometry (the ωB97M-V functional and the def2-TZVPD basis).

SMILES: C=O.NCO
Kohn-Sham gap: 10.0 eV
E_HOMO: -9.380 eV

Structure (XYZ):
```
12
Properties=species:S:1:pos:R:3:forces:R:3:nbo_charge:R:1
C -2.794853 -1.302321 -1.304658 0.705 -1.500 -0.794 0.29
O -1.676068 -1.044436 -1.660693 -0.372 0.467 0.365 -0.49
H -3.621985 -0.645896 -1.169123 -0.487 1.583 0.224 0.11
H -3.123676 -2.340009 -1.195357 0.174 -0.547 0.236 0.09
N 1.615963 1.406433 1.487455 0.925 2.102 -0.442 -0.85
C 0.941407 0.639877 0.461273 2.287 -0.955 2.967 0.09
O 1.846861 -0.015539 -0.367235 0.963 0.926 -0.951 -0.73
H 2.170892 2.228128 1.117514 -1.034 -1.358 0.338 0.36
H 2.288191 0.859262 2.018843 -0.304 -0.180 -0.248 0.36
H 0.308443 1.227866 -0.085628 -1.712 1.620 -1.284 0.16
H 0.435767 -0.098653 1.057684 -0.922 -0.420 -0.110 0.14
H 1.609059 -0.914711 -0.360074 -0.223 -1.739 -0.301 0.47
```
Positions in Å, forces in eV/Å.

=====

Record 3
Entry from the OMol25 dataset: 2 unconnected molecules or ions with the total composition C2H7NO2 in a non-equilibrium geometry (the ωB97M-V functional and the def2-TZVPD basis).

SMILES: CC(N)=O.O
Kohn-Sham gap: 10.2 eV
E_HOMO: -9.566 eV

Structure (XYZ):
```
12
Properties=species:S:1:pos:R:3:forces:R:3:nbo_charge:R:1
C 0.000000 0.000000 0.000000 0.460 -0.258 -0.652 -0.73
C 0.351354 -0.602113 -1.415680 0.857 2.455 1.002 0.67
N -0.056808 -1.812679 -1.672453 -2.033 -3.388 0.404 -0.81
O 1.037690 -0.041352 -2.241606 0.356 1.185 -0.075 -0.63
H -1.077023 0.162952 0.173454 0.362 -0.237 -0.294 0.24
H 0.524961 0.962878 0.117890 -0.210 -0.521 -0.198 0.24
H 0.376952 -0.701914 0.762781 -0.187 0.275 -0.189 0.22
H -0.649734 -2.290132 -0.989077 0.365 0.140 -0.749 0.39
H 0.063552 -2.206526 -2.608891 -0.001 0.350 0.757 0.41
O -3.901433 0.217837 1.523094 0.493 0.255 1.091 -0.94
H -3.821558 -0.376072 2.303573 -0.086 0.680 -0.805 0.47
H -3.565457 1.087518 1.837788 -0.375 -0.935 -0.292 0.47
```
Positions in Å, forces in eV/Å.

=====

Record 4
Entry from the OMol25 dataset: 2 unconnected molecules or ions with the total composition C2H7NO2 in a non-equilibrium geometry (the ωB97M-V functional and the def2-TZVPD basis).

Kohn-Sham gap (spin up / spin down): 11.6 / 7.0 eV
Total charge: +1
Multiplicity: 2
E_HOMO (spin up / spin down): -16.137 / -16.126 eV

Structure (XYZ):
```
12
Properties=species:S:1:pos:R:3:forces:R:3:lowdin_spin:R:1
C -0.959724 1.157776 -0.971280 -1.578 1.858 0.140 0.05
C -0.420154 0.790252 0.353913 2.768 -1.584 -0.053 0.07
N 0.667646 0.075856 0.723930 -2.372 1.033 -0.390 0.05
O -1.162867 1.143498 1.304997 -0.690 0.530 0.538 0.81
H -1.803591 0.461636 -1.059590 -0.028 0.245 -0.320 0.00
H -0.410550 1.232656 -1.906035 0.826 -0.545 0.504 0.01
H -1.385694 2.205273 -0.813137 0.172 -1.320 -0.315 0.00
H 1.143107 -0.546515 0.071925 0.160 -0.213 -0.373 0.00
H 0.546158 -0.229181 1.683024 0.866 -0.173 0.158 0.00
H 1.502919 -2.484065 -1.822865 0.305 0.133 0.387 0.00
H 0.734805 -2.791386 -0.561135 0.167 -0.214 0.111 0.00
O 1.528477 -2.329891 -0.861510 -0.595 0.250 -0.387 0.00
```
Positions in Å, forces in eV/Å.

=====

Record 5
Entry from the OMol25 dataset: 2 unconnected molecules or ions with the total composition C2H7NO2S in a non-equilibrium geometry (the ωB97M-V functional and the def2-TZVPD basis).

SMILES: OC(O)=S.CN
Kohn-Sham gap: 9.1 eV
E_HOMO: -8.550 eV

Structure (XYZ):
```
13
Properties=species:S:1:pos:R:3:forces:R:3:nbo_charge:R:1
O 1.433369 -0.868711 -0.055578 1.943 -0.719 0.606 -0.69
C 2.473400 -0.032506 0.024691 0.996 0.132 -0.308 0.49
O 3.608059 -0.647640 0.402926 -0.841 -3.034 0.570 -0.66
S 2.592386 1.555039 -0.353559 -0.614 -0.295 0.117 -0.16
H 0.626514 -0.418272 -0.233807 -0.894 1.379 -0.617 0.52
H 3.479673 -1.668166 0.594551 -0.011 2.926 -0.616 0.49
C -1.579188 -0.363082 0.131331 -2.855 2.427 -0.285 -0.41
N -1.156449 1.035094 -0.114752 -1.360 0.718 -1.090 -0.84
H -0.737065 -0.856980 0.403151 1.906 -1.977 1.199 0.16
H -2.387608 -0.537687 0.882699 0.587 0.272 -0.409 0.18
H -1.922194 -0.736901 -0.808514 -0.224 -0.511 -0.582 0.20
H -1.141755 1.583763 0.707384 0.710 0.135 1.560 0.36
H -1.861863 1.635448 -0.606554 0.657 -1.453 -0.144 0.36
```
Positions in Å, forces in eV/Å.

=====

Record 6
Entry from the OMol25 dataset: C2H7NO2S2 in the gas phase in a non-equilibrium geometry (the ωB97M-V functional and the def2-TZVPD basis).

SMILES: N[C@@H](O)C[S@H](=O)=S
Kohn-Sham gap: 9.9 eV
E_HOMO: -9.358 eV

Structure (XYZ):
```
14
Properties=species:S:1:pos:R:3:forces:R:3:nbo_charge:R:1
N -0.040315 -0.380380 1.996527 -1.786 1.487 -0.416 -0.85
C 0.115629 -0.613451 0.567813 2.250 -2.070 1.014 0.21
O -0.765175 -1.649939 0.112728 1.698 1.786 -2.356 -0.74
C -0.135505 0.688251 -0.094089 -1.234 1.117 -1.649 -0.66
S 0.433337 0.637998 -1.828505 -1.314 -2.130 -0.102 1.38
O 1.869173 0.339971 -1.903973 -1.152 0.661 0.052 -0.91
S -0.524007 1.957469 -2.879663 0.797 -0.283 0.388 -0.43
H 0.871878 -0.384650 2.424795 -0.188 0.500 0.443 0.39
H -0.612585 0.550808 2.101609 1.859 -2.472 0.454 0.37
H 1.261085 -1.006739 0.383174 -2.759 1.088 0.213 0.19
H -1.218796 -1.995590 0.832865 -1.148 -0.861 2.264 0.49
H 0.276152 1.500970 0.479445 0.880 0.320 -0.251 0.25
H -1.223449 0.982538 -0.171905 0.897 -0.821 -0.028 0.26
H -0.307423 -0.627255 -2.020820 1.200 1.678 -0.025 0.06
```
Positions in Å, forces in eV/Å.

=====

Total energy per entry: -7773.1299; -7770.9768; -7772.8700; -7763.4388; -18606.9170; -29440.6682 eV
Relative energy (zero: lowest compared OMol25 entry of this formula, charge and spin) per entry: 9.13; 58.78; 15.12; 10.81; 34.03; 70.56 kcal per mole